Computed, not measured: a 2-piece molecular cluster, C10H16 overall, with the ωB97M-V functional and the def2-TZVPD basis.

Structure (XYZ):
```
26
Properties=species:S:1:pos:R:3:nbo_charge:R:1
C -0.64 -0.01 -1.83 -0.40
C -1.77 -0.94 -2.23 -0.60
C -0.99 1.48 -1.92 -0.60
H -0.35 -0.23 -0.81 0.21
H 0.23 -0.19 -2.46 0.19
H -2.02 -0.81 -3.29 0.20
H -1.78 1.74 -1.21 0.20
H -0.12 2.08 -1.69 0.20
H -1.31 1.70 -2.94 0.20
H -1.47 -1.98 -2.14 0.21
H -2.68 -0.75 -1.66 0.20
C 1.70 1.90 1.55 -0.63
C 1.12 0.52 1.48 -0.01
C 1.85 -0.52 0.91 -0.22
C -0.13 0.25 2.03 -0.22
C 1.32 -1.81 0.89 -0.19
C -0.65 -1.03 2.01 -0.20
C 0.08 -2.07 1.45 -0.23
H 0.93 2.64 1.76 0.21
H 2.13 2.18 0.59 0.22
H 2.80 -0.32 0.45 0.21
H -0.70 1.06 2.48 0.21
H 1.89 -2.59 0.40 0.21
H -1.62 -1.23 2.45 0.21
H -0.32 -3.08 1.43 0.21
H 2.48 2.01 2.31 0.22
```

Frontier orbital gap, eV: 10.14
HOMO level, eV: -9.12
SMILES string: Cc1ccccc1.CCC
Relative energy (zero: lowest compared OMol25 entry of this formula, charge and spin), eV: 0.0489
Net charge: 0

=====

Computed, not measured: a 2-piece molecular cluster, C10H16 overall at a distorted geometry, with the ωB97M-V functional and the def2-TZVPD basis.

Structure (XYZ):
```
26
Properties=species:S:1:pos:R:3:nbo_charge:R:1
C 1.74 -0.93 -0.38 -0.43
C 0.80 -2.14 -0.56 -0.59
C 1.09 0.39 -0.55 -0.01
C 1.36 1.25 -1.61 -0.21
C 0.01 0.82 0.33 -0.22
C 0.77 2.49 -1.76 -0.21
C -0.64 2.04 0.16 -0.21
C -0.40 2.82 -1.02 -0.22
H 2.22 -1.01 0.56 0.22
H 2.46 -1.01 -1.15 0.20
H -0.15 -1.95 0.07 0.21
H 2.04 0.74 -2.42 0.21
H -0.34 0.34 1.25 0.22
H 1.31 3.18 -2.35 0.21
H -1.51 2.26 0.84 0.21
H -0.86 3.69 -1.43 0.22
H 1.21 -3.17 -0.13 0.20
H 0.48 -2.22 -1.55 0.20
C -1.24 -2.41 1.86 -0.59
C -2.70 -2.17 2.44 -0.61
H -0.44 -1.85 2.58 0.20
H -0.85 -3.47 1.81 0.21
H -1.26 -2.20 0.86 0.19
H -3.27 -2.87 1.92 0.20
H -3.05 -1.11 2.10 0.20
H -2.74 -2.28 3.54 0.21
```

Frontier orbital gap, eV: 9.68
HOMO level, eV: -8.75
SMILES string: CCc1ccccc1.CC
Relative energy (zero: lowest compared OMol25 entry of this formula, charge and spin), eV: 2.6533
Net charge: 0

=====

Computed, not measured: a 2-piece molecular cluster, C10H16 overall at a distorted geometry, with the ωB97M-V functional and the def2-TZVPD basis.

Structure (XYZ):
```
26
Properties=species:S:1:pos:R:3:nbo_charge:R:1
C 0.33 -2.32 0.19 -0.42
C -0.72 -3.20 -0.46 -0.61
C -0.15 -1.00 0.75 0.01
C -1.52 -0.76 0.92 -0.24
C 0.79 -0.08 1.20 -0.23
C -1.88 0.48 1.43 -0.19
C 0.38 1.08 1.83 -0.19
C -0.97 1.42 1.88 -0.24
H 0.90 -2.91 0.92 0.21
H 1.11 -2.04 -0.54 0.21
H -1.24 -2.55 -1.18 0.20
H -2.32 -1.44 0.68 0.22
H 1.84 -0.27 1.00 0.22
H -2.94 0.65 1.56 0.21
H 1.06 1.77 2.30 0.21
H -1.25 2.43 2.14 0.22
H -1.46 -3.56 0.22 0.20
H -0.34 -4.02 -1.05 0.22
C 0.92 2.76 -1.52 -0.60
C 1.24 1.29 -1.91 -0.62
H 0.97 2.81 -0.43 0.21
H 1.57 3.43 -2.08 0.20
H -0.07 3.08 -1.85 0.20
H 0.53 0.73 -1.30 0.21
H 2.31 1.16 -1.78 0.21
H 0.90 1.05 -2.92 0.20
```

Frontier orbital gap, eV: 10.02
HOMO level, eV: -8.98
SMILES string: CCc1ccccc1.CC
Relative energy (zero: lowest compared OMol25 entry of this formula, charge and spin), eV: 0.6721
Net charge: 0

=====

Computed, not measured: a 2-piece molecular cluster, C10H16 overall at a distorted geometry, with the ωB97M-V functional and the def2-TZVPD basis.

Structure (XYZ):
```
26
Properties=species:S:1:pos:R:3:nbo_charge:R:1
C 0.76 1.33 1.31 -0.43
C 2.00 1.58 0.46 -0.60
C 0.12 -0.02 1.15 -0.03
C 0.67 -0.95 0.23 -0.21
C -0.92 -0.40 1.99 -0.20
C 0.01 -2.18 -0.02 -0.20
C -1.56 -1.66 1.82 -0.20
C -1.04 -2.52 0.81 -0.22
H 0.98 1.61 2.43 0.21
H 0.05 2.11 1.07 0.22
H 2.36 0.62 0.00 0.20
H 1.55 -0.75 -0.21 0.20
H -1.28 0.31 2.76 0.21
H 0.25 -2.97 -0.73 0.22
H -2.37 -2.00 2.35 0.21
H -1.43 -3.47 0.66 0.20
H 2.90 1.94 1.07 0.21
H 1.83 2.29 -0.27 0.21
C -1.01 1.59 -2.97 -0.65
C 0.44 1.61 -3.19 -0.62
H -1.65 1.41 -3.88 0.21
H -1.33 1.03 -2.02 0.22
H -1.38 2.62 -3.05 0.21
H 0.97 1.49 -2.21 0.21
H 0.81 2.60 -3.70 0.20
H 0.87 0.91 -3.89 0.21
```

Frontier orbital gap, eV: 9.95
HOMO level, eV: -8.91
SMILES string: CCc1ccccc1.CC
Relative energy (zero: lowest compared OMol25 entry of this formula, charge and spin), eV: 1.9568
Net charge: 0

=====

Computed, not measured: a 2-piece molecular cluster, C10H16 overall at a distorted geometry, with the ωB97M-V functional and the def2-TZVPD basis.

Structure (XYZ):
```
26
Properties=species:S:1:pos:R:3:nbo_charge:R:1
C 3.27 -0.76 -1.47 -0.63
C 2.30 -0.27 0.87 -0.23
C 2.17 -0.97 -0.53 0.02
C 1.46 -0.58 1.88 -0.22
C 0.33 -1.50 1.71 -0.25
C 0.98 -1.65 -0.73 -0.24
C 0.27 -2.06 0.44 -0.19
H 3.01 0.54 0.89 0.22
H 1.34 -0.20 2.97 0.22
H 3.04 -0.79 -2.52 0.23
H 4.05 -1.40 -1.17 0.23
H -0.31 -1.96 2.44 0.22
H 0.46 -1.84 -1.73 0.22
H -0.31 -2.90 0.22 0.20
H 3.91 0.30 -1.27 0.20
C -1.63 1.33 -0.07 -0.43
C -2.69 0.58 -0.89 -0.61
C -2.42 2.55 0.40 -0.60
H -0.80 1.53 -0.79 0.21
H -1.38 0.67 0.75 0.22
H -2.26 -0.08 -1.69 0.20
H -3.08 -0.26 -0.22 0.20
H -2.61 3.29 -0.37 0.21
H -3.53 1.14 -1.26 0.21
H -2.10 3.12 1.31 0.21
H -3.50 2.18 0.85 0.19
```

Frontier orbital gap, eV: 9.66
HOMO level, eV: -8.70
SMILES string: Cc1ccccc1.CCC
Relative energy (zero: lowest compared OMol25 entry of this formula, charge and spin), eV: 3.0649
Net charge: 0

=====

Computed, not measured: a 2-piece molecular cluster, C10H16 overall at a distorted geometry, with the ωB97M-V functional and the def2-TZVPD basis.

Structure (XYZ):
```
26
Properties=species:S:1:pos:R:3:nbo_charge:R:1
C 2.73 -0.39 0.64 -0.61
C 3.07 -1.60 -0.19 -0.64
H 3.49 -0.32 1.42 0.22
H 2.67 0.59 0.15 0.20
H 1.78 -0.56 1.18 0.18
H 4.11 -1.79 -0.47 0.23
H 2.43 -1.72 -1.06 0.20
H 3.14 -2.53 0.42 0.22
C -2.42 0.24 -1.41 -0.50
C -2.01 -1.08 -2.03 -0.60
C -1.52 0.59 -0.27 0.26
C -1.05 1.96 -0.20 -0.16
C -1.08 -0.31 0.73 -0.18
C -0.43 2.35 0.97 -0.18
C -0.38 0.07 1.85 -0.17
C -0.08 1.45 1.97 0.03
H -2.56 1.02 -2.18 0.25
H -3.51 0.18 -1.15 0.29
H -2.09 -1.88 -1.31 0.21
H -1.46 2.80 -0.74 0.25
H -1.20 -1.37 0.52 0.25
H -0.27 3.42 1.01 0.25
H -0.23 -0.61 2.67 0.26
H 0.48 1.78 2.84 0.25
H -0.99 -1.02 -2.43 0.22
H -2.63 -1.29 -2.91 0.25
```

Frontier orbital gap (alpha / beta), eV: 9.61 / 5.76
HOMO level (alpha / beta), eV: -13.95 / -13.94
Spin multiplicity: 2
Relative energy (zero: lowest compared OMol25 entry of this formula, charge and spin), eV: 0.9069
Net charge: +1